# 1
Below is an isolated molecule of C8H14 in a non-equilibrium geometry, with properties calculated with wB97M-V/def2-TZVPD.

## Properties
LUMO (eV): 1.00
SMILES: CC1(C)CC[C@@H]2C[C@H]21
ΔE to the lowest compared entry with this formula, charge and spin (kcal per mole): 170.24

Last column: Löwdin charge in e.
Cartesian coordinates (Å):
H: -2.2004 0.3476 1.2638  0.08
H: -0.4012 2.1312 0.7436  0.13
C: 1.8623 -1.4317 0.0300  -0.06
H: -0.5528 0.2199 2.1240  0.14
H: 2.0059 2.0283 0.0950  0.12
H: -1.5474 -1.1326 1.3857  0.08
H: -0.4104 1.8306 -0.8725  0.01
C: -0.1376 1.3965 -0.0801  -0.03
H: 1.6961 -0.0578 1.4375  0.14
H: 2.2452 -1.9996 0.8153  0.08
C: 0.4549 -0.8746 -0.3130  -0.13
H: 1.7691 1.2126 -1.4005  0.11
C: -1.9440 -0.5076 -0.9435  -0.02
H: -2.8776 -1.2957 -0.5202  0.15
C: 1.4309 1.1851 -0.3845  -0.20
H: -2.6060 0.2648 -0.9796  0.00
C: -0.7560 -0.2078 0.1124  -0.54
H: 2.3807 -1.6771 -0.9095  0.11
H: 0.6618 -0.5319 -1.2597  0.08
H: -1.5244 -0.7932 -2.0153  0.12
C: -1.2883 -0.1391 1.3319  -0.13
C: 1.7393 0.0320 0.3392  -0.23



# 2
Below is an isolated molecule of C8H14 in a non-equilibrium geometry, with properties calculated with wB97M-V/def2-TZVPD.

## Properties
LUMO (eV): 0.80
SMILES: C=C/C(=C/C)CCC
ΔE to the lowest compared entry with this formula, charge and spin (kcal per mole): 85.82

Last column: Löwdin charge in e.
Cartesian coordinates (Å):
H: 1.2724 1.5310 -1.0522  0.13
C: -0.6195 0.5728 -0.2673  -0.18
H: 2.4424 -1.0587 0.5586  0.08
H: 0.4804 0.2057 2.3821  0.10
H: -0.4092 -2.1076 -1.9837  0.06
H: -1.5282 -3.2969 -1.3130  0.10
C: 0.6629 -0.4149 1.5240  -0.17
H: 0.7599 3.5777 -1.2172  0.07
H: -2.0710 -1.4462 -1.4707  0.06
H: 0.7077 2.0018 0.5190  0.10
H: -1.4423 0.9675 0.4457  0.16
C: -0.0955 2.9308 -1.0046  -0.15
C: -0.1311 -0.7568 0.3399  -0.29
H: -0.9479 -2.6747 1.0388  0.12
H: -1.1896 0.4933 -1.2806  0.13
H: -0.7706 3.5460 -0.4442  0.07
C: -1.2384 -2.1418 -1.2937  -0.11
C: 0.3621 1.6650 -0.4367  -0.34
C: -0.8853 -1.8920 0.2158  -0.08
H: 2.6402 -0.4552 2.3342  0.02
H: -0.3765 2.7564 -2.0935  0.10
C: 2.0169 -0.6365 1.5188  0.02



# 3
Below is a cluster of 2 separate species, C8H14 in total in a non-equilibrium geometry, with properties calculated with wB97M-V/def2-TZVPD.

## Properties
LUMO (eV): -2.22
ΔE to the lowest compared entry with this formula, charge and spin (kcal per mole): 178.16

Last column: Löwdin charge in e.
Cartesian coordinates (Å):
H: -1.8766 -1.8146 -0.5590  0.06
C: 0.0062 0.5630 -1.5471  -0.06
H: 1.5107 0.0270 3.8304  0.05
H: -0.1466 1.1047 2.1523  0.12
C: 0.2995 0.0926 1.9834  -0.23
H: -1.1054 3.4863 -2.8318  0.03
H: 0.0228 1.6268 -3.3298  0.09
H: -2.4450 2.5965 -1.9890  0.05
H: -1.2615 0.9978 0.1666  0.11
C: -0.4005 1.6119 -2.3293  -0.22
C: 0.9793 -0.4770 3.0210  0.01
H: 0.5479 -1.4533 0.5298  0.13
H: 1.2265 -1.6127 2.9299  0.09
H: 5.8357 -3.4404 2.1206  0.00
H: 5.1803 -3.7815 2.1810  0.00
C: -0.0057 -0.5128 0.7637  -0.03
C: -1.4003 2.5881 -2.3124  0.02
H: -2.8151 -0.4233 -0.1480  0.08
H: 0.8829 -0.0481 -1.6714  0.10
C: -0.8016 0.1866 -0.3392  -0.41
C: -1.9577 -0.7591 -0.7964  -0.06
H: -2.2759 -0.5584 -1.8255  0.08



# 4
Below is an isolated molecule of C8H14 in a non-equilibrium geometry, with properties calculated with wB97M-V/def2-TZVPD.

## Properties
LUMO (eV): 0.91
SMILES: C/C=C/C=C/CCC
ΔE to the lowest compared entry with this formula, charge and spin (kcal per mole): 87.98

Last column: Löwdin charge in e.
Cartesian coordinates (Å):
C: 1.3317 -1.2334 0.2445  -0.24
H: 1.9271 -0.8683 -0.5945  0.10
C: -0.8017 0.1046 -0.1438  -0.16
H: 0.9282 0.8430 1.2609  0.13
H: 0.6894 -2.0744 -0.0895  0.11
H: -2.5057 1.1033 0.8431  0.13
H: 3.8266 -1.6511 -0.2576  0.08
C: 3.5284 -2.4601 0.4190  -0.08
H: -0.6606 -0.4348 -1.1297  0.12
C: -2.4753 1.6013 -1.1667  -0.19
H: -2.6438 3.5435 -1.8170  0.07
H: 2.1137 -2.4577 1.9460  0.09
C: 2.3341 -1.7360 1.1882  -0.29
C: -3.0742 2.9708 -0.9763  -0.12
H: 4.1191 -2.7956 1.2107  0.05
H: 2.7881 -0.8914 1.7605  0.11
C: -1.9579 0.9578 -0.1270  -0.19
H: -2.7851 3.4841 -0.0432  0.08
H: -2.3615 1.0939 -2.2203  0.14
C: 0.3535 0.0361 0.6365  -0.04
H: -4.1642 2.9577 -1.2140  0.08
H: 3.2972 -3.2989 -0.1010  0.03



# 5
Below is the ion C8H14 with charge +1 in a non-equilibrium geometry, with properties calculated with wB97M-V/def2-TZVPD.

## Properties
Total charge: +1
LUMO (alpha / beta) (eV): -3.84 / -8.07
Spin multiplicity: 2
ΔE to the lowest compared entry with this formula, charge and spin (kcal per mole): 60.46

Last column: Löwdin charge in e.
Cartesian coordinates (Å):
C: -0.7026 -2.1824 -0.0704  0.20
C: -1.5954 -0.2453 -1.4557  -0.17
H: -1.1391 1.4101 -2.7030  0.11
H: -1.2427 -0.3600 2.0963  0.19
H: -1.7189 -1.2342 -2.0009  0.14
C: -0.6238 0.7283 -2.0085  -0.06
C: -1.1344 -0.9010 -0.1351  -0.24
C: 1.4264 0.1471 1.3660  -0.04
H: -1.0429 -2.9830 -0.6798  0.09
H: -0.2881 -2.6486 0.8027  0.10
H: 2.4608 2.0273 1.3900  0.10
H: 1.6238 -0.8186 1.6302  0.10
H: 3.5218 0.6252 2.0086  0.16
H: 2.9644 0.8012 0.1892  0.07
H: 0.1468 0.1553 -2.5278  0.10
C: 0.2393 0.6442 0.9546  -0.07
H: -1.9350 0.7835 0.9837  0.18
C: 2.6626 0.9523 1.1772  -0.06
C: -1.0450 -0.0121 0.9762  -0.21
H: -2.6078 0.0324 -1.2092  0.12
H: 0.0993 1.7335 0.5641  0.17
H: -0.0696 1.3451 -1.3484  0.04



# 6
Below is a structure of composition C8H14AlF3NO6, with properties calculated with wB97M-V/def2-TZVPD.

## Properties
Total charge: -1
LUMO (eV): 2.84

Last column: Löwdin charge in e.
Cartesian coordinates (Å):
H: 2.3794 1.4893 3.6055  0.17
H: 1.2863 -3.0858 -1.2228  0.09
C: 0.8532 2.1218 1.3078  -0.55
C: -2.4860 0.7638 -2.0124  -0.56
H: 2.5257 -1.9399 1.1383  0.04
H: 2.7322 -1.2396 -0.2887  0.04
C: 0.1856 1.7551 3.4309  -0.05
C: -0.5515 1.5748 -2.8484  -0.06
H: 0.1685 2.3296 4.3522  0.13
O: -2.0195 -0.1751 -2.8934  0.11
H: 0.2466 1.2509 -2.1762  0.13
C: 1.4899 1.0238 3.1724  -0.32
O: -3.3980 0.6188 -1.2818  0.16
F: -0.0292 -0.5035 -3.9120  0.06
H: -0.6428 1.0440 3.3780  0.13
Al: -1.5666 -1.7113 0.6923  0.14
O: 0.1240 2.6485 2.3161  0.07
H: -2.0083 -0.2529 1.3382  -0.09
O: 0.8802 2.5311 0.1953  0.17
F: -1.2589 -2.8097 1.9891  -0.35
H: 0.6106 -0.4925 -0.0675  0.01
C: -1.0209 0.4006 -3.6896  -0.33
O: -1.7202 1.8840 -2.0962  0.06
H: -0.1644 -1.3026 -1.4109  0.01
H: -0.2476 2.4432 -3.4258  0.13
H: -1.4394 0.6728 -4.6627  0.16
H: 0.8793 -3.3216 0.4586  0.08
C: 1.1865 -2.5612 -0.2660  -0.36
N: 2.5448 -2.1387 0.1440  -0.04
O: 1.5789 1.0674 1.7691  0.11
C: 0.1376 -1.4378 -0.3635  -0.28
H: -2.7104 -2.3830 -0.2545  -0.09
F: 1.4542 -0.2646 3.5844  0.08



# 7
Below is a structure of composition C8H14B3BrHgO5 in a non-equilibrium geometry, with properties calculated with wB97M-V/def2-TZVPD.

## Properties
Total charge: +2
LUMO (eV): -13.34

Last column: Löwdin charge in e.
Cartesian coordinates (Å):
H: 3.1688 -1.6017 -1.9790  0.18
O: -1.1383 0.0361 -2.3161  0.20
O: 1.2281 -0.8500 -2.4709  0.06
C: 2.4278 -0.7360 -1.6238  -0.09
H: -3.4597 -2.6014 2.5788  0.10
H: -2.9685 -0.7374 2.9186  0.10
Br: -2.4751 -3.1270 -0.3157  0.85
C: -0.2995 3.9021 -0.8845  0.15
O: 0.8384 1.7233 -2.2002  0.19
H: 4.0991 0.3496 0.2386  0.15
H: -3.3041 0.5731 0.6466  0.14
C: -2.3621 -1.4945 0.8347  -0.67
H: 3.0058 0.2720 -1.8556  0.16
C: 3.1004 0.1110 0.8157  -0.08
H: -4.4553 -1.1128 1.7976  0.11
H: -3.7005 -0.5383 -0.8621  0.13
C: 2.1730 -0.9865 -0.0229  -0.40
B: -0.0310 2.2657 -1.0964  -0.35
Hg: 1.5944 -1.1409 2.5645  1.28
C: -3.3985 -1.5142 2.1384  -0.12
C: -0.3810 5.2686 -0.4984  0.19
B: -1.5105 0.4190 -0.9114  -0.37
C: -2.8503 -0.2155 -0.1261  -0.11
O: 2.5103 -2.3966 0.3010  -0.09
B: 0.3394 0.3224 -2.3458  -0.42
H: -0.6118 6.2513 0.1356  0.12
O: -0.7076 1.3785 -0.1110  0.13
H: 3.3857 -0.3910 1.8353  0.03
H: 1.0726 -0.8199 0.3397  0.09
H: -1.2599 -1.2791 1.1674  0.06
H: 2.4566 1.0892 0.9915  0.13
H: 3.5130 -2.4190 0.3158  0.14



# 8
Below is the ion C8H14BN2O3 with charge +1 in a non-equilibrium geometry, with properties calculated with wB97M-V/def2-TZVPD.

## Properties
Total charge: +1
LUMO (eV): -4.33
SMILES: CO[C@H]1[NH+]=CN=C(C2CC2)[C@@H]1B(O)O
ΔE to the lowest compared entry with this formula, charge and spin (kcal per mole): 33.99

Last column: Löwdin charge in e.
Cartesian coordinates (Å):
H: -1.2948 0.1023 0.4711  0.18
H: -0.0868 -1.3546 3.8102  0.13
C: -1.7747 0.0037 -2.6377  -0.01
C: 0.2351 -0.0857 -1.1103  -0.18
H: -1.4467 -1.3314 2.5245  0.14
C: -0.1690 0.4466 0.2012  0.04
H: -1.9040 0.1318 -3.6809  0.12
H: -1.9365 -1.4352 -0.8255  0.10
O: 0.5126 -1.6487 1.6931  -0.12
H: -0.4067 3.5462 -0.8916  0.08
O: 0.6318 2.6763 1.3629  0.25
C: -1.8562 -1.2838 -1.8825  -0.03
H: -0.6256 -2.8812 2.8589  0.04
N: 2.2670 -0.1302 0.9232  0.15
C: 0.9128 -0.3546 1.4771  -0.22
N: 1.5314 -0.0368 -1.2920  0.18
H: -0.0126 -1.2295 -2.9980  0.14
H: -2.0096 -2.1477 -2.4177  0.09
B: 0.0648 2.0665 0.3659  -0.67
O: -0.5208 2.6537 -0.7294  0.21
H: 3.3898 0.3484 -0.5466  0.13
H: 2.9174 -0.3604 1.6295  0.16
H: 0.9784 0.3550 2.3409  0.16
C: -0.4749 -0.6933 -2.2158  -0.15
C: 2.4188 0.1193 -0.3606  -0.10
H: -1.9551 0.8541 -2.1836  0.05
C: -0.3790 -1.9051 2.8290  -0.02
H: 0.9931 3.5745 1.2845  0.15



# 9
Below is an isolated molecule of C8H14BrO2P in a non-equilibrium geometry, with properties calculated with wB97M-V/def2-TZVPD.

## Properties
LUMO (eV): 0.67
SMILES: CCP(CC)[C@@H]1COC(=O)[C@H]1Br

Last column: Löwdin charge in e.
Cartesian coordinates (Å):
O: -2.5990 -2.2055 0.0180  0.03
H: 2.5790 -1.5562 1.0007  0.07
H: 1.5658 -1.9123 -1.0479  0.06
H: 0.2470 2.3305 -1.9451  0.06
C: 1.7673 -0.8470 -0.9051  -0.42
C: -2.2009 0.0451 0.4408  -0.58
H: 2.4639 -0.5317 -1.6861  0.07
C: 0.7124 1.7779 -1.1252  -0.42
O: -3.9923 -1.2774 1.5225  0.11
C: -3.0643 -1.1830 0.7649  -0.54
H: -1.0018 -2.2956 -1.2414  0.10
H: -0.2791 -0.6226 1.1207  0.09
H: 0.8538 1.9949 1.0483  0.05
H: 1.0557 3.4894 0.1416  0.07
C: 2.3961 -0.6091 0.4870  -0.14
C: -1.1889 -2.0420 -0.1946  -0.19
H: -0.6473 -2.7595 0.4267  0.13
H: 1.7634 -0.0089 1.1402  0.04
P: 0.1782 0.0055 -1.2943  0.99
H: 3.3534 -0.0939 0.3991  0.07
H: 1.7858 1.7690 -1.3466  0.07
H: -0.5434 2.8025 0.3278  0.03
C: -0.8220 -0.5710 0.1763  -0.47
H: -2.6176 0.5641 -0.4207  0.11
C: 0.5023 2.5449 0.1771  -0.17
Br: -2.2677 1.1920 2.0152  0.77



- Number 3 is which compound?
  C8H14